Arrangement 1

Below is a 2-piece molecular cluster, C3H8O2 overall, with properties calculated with ωB97M-V with the def2-TZVPD basis set.

## Properties
HOMO energy	-9.49	eV
spin multiplicity	1
SMILES	C1CO1.CO
E_LUMO	1.06	eV

```
13
Properties=species:S:1:pos:R:3:lowdin_charge:R:1
C -0.48278 -0.98973 -0.33125 -0.086
C -1.88467 -0.72147 -0.56307 -0.183
O -1.04960 0.39789 -0.59107 -0.111
H 0.22742 -1.19527 -1.12025 0.114
H -0.16397 -1.36075 0.64832 0.120
H -2.32011 -1.00415 -1.50557 0.109
H -2.52763 -0.74670 0.31459 0.122
C 1.71564 0.95318 0.46238 -0.177
O 0.57206 0.63120 1.20377 -0.181
H 2.10345 1.90759 0.82566 0.074
H 2.47389 0.17373 0.60958 0.081
H 1.53244 1.04112 -0.62189 0.083
H -0.19615 0.91336 0.66881 0.035
```

***

Arrangement 2

Below is a 2-piece molecular cluster, C3H8O2 overall, with properties calculated with ωB97M-V with the def2-TZVPD basis set.

## Properties
HOMO energy	-10.14	eV
spin multiplicity	1
SMILES	C=O.CCO
E_LUMO	0.74	eV

```
13
Properties=species:S:1:pos:R:3:lowdin_charge:R:1
C 4.09636 1.95148 -1.15566 -0.159
O 3.71350 2.24588 -0.06920 0.007
H 3.40024 1.63693 -1.94003 0.073
H 5.15945 1.88710 -1.44169 0.079
C -1.13092 -1.05356 1.11096 -0.090
C -2.50755 -0.86079 0.50029 -0.313
O -2.44862 -0.77169 -0.93203 -0.107
H -1.02069 -2.14162 1.16060 0.074
H -0.88598 -0.43027 1.96736 0.070
H -0.27111 -0.83071 0.46298 0.071
H -3.22984 -1.65785 0.67344 0.110
H -2.97859 0.04396 0.87477 0.098
H -1.89626 -0.01886 -1.21179 0.086
```

***

Most stable: arrangement 2. Least stable: arrangement 1.

***

Arrangement 1

Below is a 2-piece molecular cluster, C3H8O2 overall, with properties calculated with ωB97M-V with the def2-TZVPD basis set.

## Properties
HOMO energy	-10.12	eV
spin multiplicity	1
SMILES	C=O.CCO
E_LUMO	0.71	eV

```
13
Properties=species:S:1:pos:R:3:lowdin_charge:R:1
C 0.14790 -0.24608 -2.69912 -0.132
O 0.17840 0.87922 -2.28804 0.002
H 0.69849 -0.51019 -3.61328 0.084
H -0.41161 -1.02448 -2.16241 0.081
C -0.96455 -0.87414 2.07199 -0.087
C 0.02384 0.26603 1.84382 -0.309
O 0.73519 0.13425 0.61243 -0.095
H -0.83608 -1.73097 1.42206 0.067
H -1.01895 -1.18263 3.11681 0.070
H -1.94790 -0.48814 1.78756 0.067
H 0.81596 0.28206 2.59052 0.106
H -0.46758 1.23700 1.92628 0.106
H 0.09658 0.02886 -0.10942 0.041
```

***

Arrangement 2

Below is a 2-piece molecular cluster, C3H8O2 overall, with properties calculated with ωB97M-V with the def2-TZVPD basis set.

## Properties
HOMO energy	-10.13	eV
spin multiplicity	1
SMILES	C=CCO.O
E_LUMO	0.63	eV

```
13
Properties=species:S:1:pos:R:3:lowdin_charge:R:1
C 1.69143 0.54735 0.21388 0.011
C 0.61390 1.15173 0.65435 -0.163
C -0.73038 0.52005 0.92608 -0.271
O -0.76189 -0.86429 0.61416 -0.138
H 2.71624 0.98945 0.30862 0.082
H 1.63689 -0.27328 -0.42262 0.023
H 0.64116 2.12124 1.13482 0.095
H -1.12681 0.56777 1.96438 0.126
H -1.48100 0.99343 0.16792 0.148
H -0.27494 -1.30442 1.38898 0.143
O -0.54889 -0.96289 -2.16023 -0.066
H -1.19109 -0.72641 -1.53294 -0.030
H 0.11613 -1.06511 -1.40652 0.039
```

***

Arrangement 3

Below is a 2-piece molecular cluster, C3H8O2 overall, with properties calculated with ωB97M-V with the def2-TZVPD basis set.

## Properties
HOMO energy	-9.69	eV
spin multiplicity	1
SMILES	CC=O.CO
E_LUMO	0.81	eV

```
13
Properties=species:S:1:pos:R:3:lowdin_charge:R:1
C -2.04743 -1.69056 0.00911 -0.052
C -0.87382 -0.98548 0.56316 -0.325
O -0.54250 0.15446 0.47753 0.039
H -2.80080 -2.00121 0.80901 0.117
H -1.62345 -2.57278 -0.49728 0.089
H -2.51562 -1.06768 -0.72447 0.070
H -0.23625 -1.75040 1.06066 0.125
C 1.94402 0.84380 -0.06522 -0.234
O 1.31527 1.69794 -0.91774 -0.091
H 2.02859 -0.15885 -0.45211 0.076
H 2.85731 1.37717 -0.05770 0.075
H 1.54508 0.77560 0.92115 0.066
H 0.42636 1.57228 -0.57992 0.046
```

***

Most stable: arrangement 1. Least stable: arrangement 2.

***

Arrangement 1

Below is a 2-piece molecular cluster, C3H8O2 overall, with properties calculated with ωB97M-V with the def2-TZVPD basis set.

## Properties
HOMO energy	-10.11	eV
spin multiplicity	1
SMILES	C=O.CCO
E_LUMO	0.67	eV

```
13
Properties=species:S:1:pos:R:3:lowdin_charge:R:1
C -1.93832 1.96129 0.82387 -0.095
O -2.67236 1.28107 1.59211 -0.059
H -2.37789 2.43680 -0.08261 0.079
H -0.84223 2.09750 1.03785 0.072
C 0.37639 -1.67660 -0.66249 -0.114
C 1.30288 -0.50606 -0.46661 -0.314
O 0.98480 0.09207 0.80666 -0.109
H -0.69073 -1.53491 -0.34160 0.084
H 0.35545 -1.96417 -1.76132 0.090
H 0.53018 -2.62278 -0.13317 0.068
H 1.19844 0.35181 -1.24310 0.132
H 2.34812 -0.83822 -0.53500 0.102
H 1.42528 0.92220 0.96541 0.065
```

***

Arrangement 2

Below is a 2-piece molecular cluster, C3H8O2 overall, with properties calculated with ωB97M-V with the def2-TZVPD basis set.

## Properties
HOMO energy	-8.46	eV
spin multiplicity	1
SMILES	C=C(C)O.O
E_LUMO	0.80	eV

```
13
Properties=species:S:1:pos:R:3:lowdin_charge:R:1
C -0.22465 0.60760 -0.59584 0.017
C -1.46227 1.08579 -0.19977 -0.455
C -2.33926 2.12939 -0.81778 -0.033
O -1.90572 0.73666 1.04598 -0.008
H 0.26101 1.12000 -1.40244 0.027
H 0.15018 -0.47963 -0.34014 0.093
H -3.34109 1.95841 -0.61308 0.055
H -2.14912 2.20338 -1.88566 0.083
H -2.10300 3.11460 -0.35931 0.100
H -1.48622 -0.12855 1.28890 0.122
O 4.51337 -4.45626 1.23374 -0.130
H 5.25767 -4.17219 0.68774 0.009
H 4.82911 -3.71920 1.95767 0.120
```

***

Most stable: arrangement 1. Least stable: arrangement 2.

***

Arrangement 1

Below is one molecule with the formula C3H6O2S2, with properties calculated with ωB97M-V with the def2-TZVPD basis set.

## Properties
HOMO energy	-8.81	eV
spin multiplicity	1
SMILES	O=C(O)CCSS
E_LUMO	0.49	eV

```
13
Properties=species:S:1:pos:R:3:lowdin_charge:R:1
O -1.79906 -0.24342 -1.68195 0.117
C -0.85269 0.46596 -1.50384 -0.525
O -0.42063 1.35817 -2.44203 0.091
C 0.04087 0.48712 -0.28801 -0.173
C 0.26066 -0.92733 0.28101 -0.533
S -0.33515 -1.04964 2.01286 0.434
S 1.23716 -0.02187 2.87628 0.330
H -1.17901 1.59558 -2.99602 0.124
H -0.47090 1.06274 0.47157 0.101
H 0.95745 0.97575 -0.59852 0.119
H -0.32929 -1.60164 -0.34519 0.077
H 1.30445 -1.16904 0.42327 0.041
H 1.58614 -0.93237 3.79057 -0.202
```

***

Arrangement 2

Below is one molecule with the formula C3H6O2S2, with properties calculated with ωB97M-V with the def2-TZVPD basis set.

## Properties
HOMO energy	-9.34	eV
spin multiplicity	1
SMILES	O=C(O)CCSS
E_LUMO	0.48	eV

```
13
Properties=species:S:1:pos:R:3:lowdin_charge:R:1
O 0.98582 2.28453 -0.02659 0.108
C 0.56893 1.40198 0.67396 -0.532
O 1.09835 1.13746 1.88922 0.105
C -0.54815 0.47208 0.22769 -0.193
C -0.24816 -0.14520 -1.12103 -0.527
S -1.24019 -1.69058 -1.33178 0.427
S -0.43937 -2.88275 0.15425 0.325
H 1.42151 1.96728 2.26545 0.125
H -1.32026 1.22874 0.11603 0.130
H -0.76853 -0.23074 1.02872 0.083
H -0.68446 0.45265 -1.91596 0.070
H 0.77645 -0.38430 -1.35839 0.078
H 0.39807 -3.61115 -0.60157 -0.198
```

***

Arrangement 3

Below is a 2-piece molecular cluster, C3H6O2S2 overall, with properties calculated with ωB97M-V with the def2-TZVPD basis set.

## Properties
HOMO energy	-8.98	eV
spin multiplicity	1
SMILES	O=C[C@]1(S)CS1.O
E_LUMO	0.44	eV

```
13
Properties=species:S:1:pos:R:3:lowdin_charge:R:1
O 0.18883 1.54332 -1.50902 0.013
C -0.03245 0.41642 -1.15275 -0.407
C -0.75899 0.08255 0.10270 -1.053
S -0.88919 1.43056 1.25617 0.795
C -0.85713 -1.32616 0.54387 -0.464
S -2.28918 -0.83140 -0.41948 0.839
H 0.17805 -0.46797 -1.77373 0.133
H -0.54127 2.31179 0.30760 -0.112
H -0.20313 -2.05350 0.07735 0.082
H -1.05128 -1.50307 1.59528 0.076
O 1.95399 -0.06517 0.02282 -0.040
H 2.44813 0.76172 -0.00243 0.075
H 1.85359 -0.29909 0.95162 0.063
```

***

Most stable: arrangement 2. Least stable: arrangement 3.

***

Arrangement 1

Below is an isolated ion of composition C4H7O2 and charge -1, with properties calculated with ωB97M-V with the def2-TZVPD basis set.

## Properties
net charge	-1
HOMO energy	-2.47	eV
spin multiplicity	1
SMILES	[O-]/C=C\CCO
E_LUMO	4.48	eV

```
13
Properties=species:S:1:pos:R:3:lowdin_charge:R:1
O 1.23717 0.85258 -0.86379 -0.203
C 1.57375 0.17742 0.16882 -0.459
C 0.85699 -0.54599 1.07143 -0.186
C -0.62780 -0.81647 0.91576 -0.239
C -1.44491 0.22679 0.11829 -0.312
O -1.35167 0.01196 -1.28539 -0.134
H 2.66348 -0.07674 0.22316 0.073
H 1.30606 -0.98076 1.96277 0.045
H -0.79835 -1.75697 0.38974 0.088
H -1.08527 -0.90494 1.91698 0.083
H -2.47422 0.26003 0.45708 0.088
H -0.95926 1.18649 0.35184 0.104
H -0.41759 0.36663 -1.40192 0.052
```

***

Arrangement 2

Below is an isolated ion of composition C4H7O2 and charge -1, with properties calculated with ωB97M-V with the def2-TZVPD basis set.

## Properties
net charge	-1
HOMO energy	-3.83	eV
spin multiplicity	1
SMILES	CCCC(=O)[O-]
E_LUMO	4.32	eV

```
13
Properties=species:S:1:pos:R:3:lowdin_charge:R:1
C 1.45158 1.03817 1.37422 -0.139
C 1.48439 -0.09006 0.34255 -0.289
C 0.47172 0.12190 -0.79531 -0.156
C -0.98552 -0.31241 -0.43307 -0.752
O -1.74538 -0.46858 -1.41414 -0.106
O -1.25956 -0.38515 0.78982 -0.093
H 1.75443 1.98282 0.90140 0.061
H 0.44065 1.19200 1.74740 0.058
H 2.09473 0.80340 2.22884 0.055
H 2.48429 -0.07287 -0.08593 0.080
H 1.29498 -1.05883 0.79251 0.095
H 0.45428 1.18981 -1.01776 0.095
H 0.75484 -0.43925 -1.69121 0.091
```

***

Most stable: arrangement 2. Least stable: arrangement 1.

***

Arrangement 1

Below is a 3-piece molecular cluster, C5H12O3 overall, with properties calculated with ωB97M-V with the def2-TZVPD basis set.

## Properties
HOMO energy	-9.54	eV
spin multiplicity	1
SMILES	C=C(O)/C=C/C.O.O
E_LUMO	0.53	eV

```
20
Properties=species:S:1:pos:R:3:lowdin_charge:R:1
C -0.75304 0.78146 -2.16624 0.071
C 0.16074 0.14818 -1.42535 -0.409
O 0.21965 -1.24298 -1.45486 -0.039
C 1.01510 0.65496 -0.30808 -0.065
C 0.40111 1.05610 0.80425 -0.177
C 1.12198 1.55009 2.00974 -0.094
H -1.32040 0.48999 -3.04195 0.076
H -0.65441 1.85923 -1.94752 0.077
H 0.32804 -1.54525 -2.39327 0.142
H 2.08263 0.50484 -0.27566 0.120
H -0.71944 1.05324 0.91763 0.136
H 0.57606 2.33806 2.45637 0.058
H 1.60145 0.76373 2.61584 0.090
H 2.02349 2.06722 1.55677 0.093
O -0.19628 -2.09295 1.85510 -0.039
H 0.14907 -1.41638 1.27464 -0.014
H 0.48467 -2.75083 1.79095 0.028
O -2.43298 -1.68853 -0.76478 -0.062
H -1.52520 -1.71570 -1.10030 -0.012
H -2.56223 -0.81449 -0.40326 0.018
```

***

Arrangement 2

Below is a 2-piece molecular cluster, C5H12O3 overall, with properties calculated with ωB97M-V with the def2-TZVPD basis set.

## Properties
HOMO energy	-10.41	eV
spin multiplicity	1
SMILES	CCCCC(=O)O.O
E_LUMO	0.62	eV

```
20
Properties=species:S:1:pos:R:3:lowdin_charge:R:1
C -1.16384 -2.40750 0.30610 -0.106
C -0.79518 -0.91034 0.31518 -0.240
C -0.28790 -0.44117 -1.06911 -0.206
C 0.56431 0.81485 -1.06551 -0.112
C -0.21083 2.08982 -1.08980 -0.509
O -1.39421 2.27043 -0.98429 0.112
O 0.65161 3.14068 -1.27321 0.078
H -0.90976 -2.86803 -0.64491 0.061
H -2.22213 -2.55022 0.52676 0.065
H -0.61931 -2.98226 1.05305 0.063
H -0.01673 -0.71521 1.05459 0.084
H -1.68526 -0.32364 0.56013 0.105
H -1.18280 -0.32956 -1.68229 0.118
H 0.32324 -1.24457 -1.48753 0.106
H 1.18328 0.85706 -0.16573 0.120
H 1.28054 0.80128 -1.87839 0.124
H 0.10863 3.94218 -1.23713 0.118
O 1.99920 0.37837 2.54846 -0.062
H 1.53366 0.49201 3.38648 0.039
H 2.84348 -0.01418 2.82716 0.044
```

***

Arrangement 3

Below is a 2-piece molecular cluster, C5H12O3 overall, with properties calculated with ωB97M-V with the def2-TZVPD basis set.

## Properties
HOMO energy	-10.12	eV
spin multiplicity	1
SMILES	O=CCCCCO.O
E_LUMO	0.56	eV

```
20
Properties=species:S:1:pos:R:3:lowdin_charge:R:1
O 2.03294 -0.96282 0.26379 0.053
C 1.69400 -0.18234 -0.59205 -0.291
C 0.85286 -0.45838 -1.76450 -0.131
C -0.65204 -0.28393 -1.32419 -0.174
C -1.04559 -0.99832 -0.02961 -0.176
C -1.55298 -0.13715 1.13151 -0.261
O -2.08581 1.13302 0.82485 -0.066
H 1.98758 0.87990 -0.45382 0.125
H 0.98791 0.29325 -2.53375 0.112
H 0.84592 -1.48752 -2.14683 0.129
H -1.03137 0.72842 -1.45088 0.099
H -1.21223 -0.78498 -2.11282 0.108
H -0.24590 -1.65423 0.30393 0.101
H -1.76356 -1.78984 -0.24609 0.108
H -2.30342 -0.70415 1.69608 0.117
H -0.76796 -0.01706 1.89148 0.104
H -1.58469 1.51453 0.08383 0.068
O 2.10114 1.97307 2.06350 -0.058
H 1.52012 1.79947 2.80709 0.033
H 2.22309 1.13905 1.58850 -0.001
```

***

Arrangement 4

Below is a 3-piece molecular cluster, C5H12O3 overall, with properties calculated with ωB97M-V with the def2-TZVPD basis set.

## Properties
HOMO energy	-8.77	eV
spin multiplicity	1
SMILES	C=C/C=C/CO.O.O
E_LUMO	0.54	eV

```
20
Properties=species:S:1:pos:R:3:lowdin_charge:R:1
C 3.03624 -0.60590 -0.68981 0.004
C 2.26867 0.19104 0.05776 -0.186
C 0.93205 0.60280 -0.40675 -0.127
C 0.02171 1.26239 0.30880 -0.085
C -1.26815 1.64111 -0.33997 -0.268
O -2.40590 1.26364 0.43200 -0.077
H 2.55305 -1.05872 -1.54935 0.056
H 4.10181 -0.71531 -0.55745 0.053
H 2.70084 0.56451 0.98214 0.098
H 0.71488 0.09509 -1.34292 0.105
H 0.15286 1.20517 1.38404 0.105
H -1.33226 1.39291 -1.40248 0.115
H -1.38035 2.73287 -0.32601 0.118
H -2.43185 0.30383 0.55155 0.082
O -1.20303 -2.81925 -2.56758 -0.049
H -1.65809 -2.66079 -1.74494 0.021
H -1.70812 -2.26250 -3.15860 0.027
O -1.33071 -0.52867 3.28926 -0.057
H -0.55838 -0.99953 3.67283 0.057
H -1.20528 0.39529 3.40746 0.006
```

***

Most stable: arrangement 2. Least stable: arrangement 4.